ORCA calculation (wB97M-V/def2-TZVPD) on a 14-piece molecular cluster, C77H167N9O15 overall in a non-equilibrium geometry.

For the relative energy (zero: lowest compared OMol25 entry of this formula, charge and spin), the calculation gives 0.0 kcal per mole. As for the total charge: +4. For the HOMO energy, the calculation gives -14.0 eV. The LUMO energy comes out at -5.972 eV.

Each line ends with the Löwdin charge.
Geometry (Å):
C: -3.59515 1.54063 -3.15264  -0.08
C: -3.26942 1.15204 -4.58793  -0.24
C: -4.23302 0.13746 -5.12471  -0.13
N: -3.80802 -0.58432 -6.44664  -0.20
C: -3.80540 0.57486 -7.55232  0.08
C: -2.50981 -1.34802 -6.35412  -0.10
C: -2.54630 -2.31531 -7.56748  -0.12
C: -4.02449 -2.44779 -7.94997  -0.16
C: -4.78710 -1.72697 -6.87369  -0.09
H: -3.62140 0.74408 -2.45184  0.04
H: -4.55575 2.05591 -3.04420  0.09
H: -2.66851 2.11599 -2.88382  0.10
H: -2.26270 0.72515 -4.68500  0.10
H: -3.25822 2.02884 -5.21275  0.11
H: -5.20859 0.59594 -5.19284  0.13
H: -4.43079 -0.63258 -4.35667  0.13
H: -3.02823 1.30223 -7.32294  0.09
H: -4.79971 1.06372 -7.51351  0.11
H: -3.69696 0.04637 -8.52211  0.11
H: -1.65492 -0.64108 -6.43565  0.10
H: -2.45218 -1.84354 -5.40945  0.12
H: -1.86419 -1.94615 -8.29210  0.09
H: -2.16255 -3.29763 -7.31293  0.12
H: -4.22036 -2.11795 -9.01758  0.14
H: -4.31130 -3.47418 -7.90167  0.11
H: -5.75475 -1.28467 -7.12831  0.14
H: -4.96688 -2.25287 -5.92565  0.13
C: -4.50303 -3.73094 0.23137  -0.08
C: -5.13851 -5.02927 0.78779  -0.23
C: -5.62359 -5.95239 -0.34349  -0.10
N: -6.68350 -6.94845 0.19826  -0.30
C: -6.21004 -7.62356 1.37134  -0.01
C: -6.91620 -7.83713 -0.99649  -0.11
C: -8.31025 -8.41587 -0.76801  -0.14
C: -9.00811 -7.51986 0.27206  -0.13
C: -8.03153 -6.38405 0.43534  -0.12
H: -5.14319 -3.29534 -0.52422  0.07
H: -3.54069 -4.03534 -0.16861  0.07
H: -4.29801 -3.10359 1.11291  0.08
H: -6.00248 -4.75291 1.43960  0.12
H: -4.47395 -5.57399 1.45734  0.11
H: -4.85528 -6.64250 -0.65764  0.13
H: -6.04431 -5.32467 -1.12422  0.13
H: -5.14769 -7.96784 1.24590  0.14
H: -6.78465 -8.56614 1.56038  0.14
H: -6.25619 -7.02024 2.26945  0.11
H: -6.13934 -8.62748 -1.03119  0.15
H: -6.85717 -7.24984 -1.89127  0.12
H: -8.26557 -9.48275 -0.57635  0.12
H: -8.80212 -8.40244 -1.75172  0.13
H: -9.15272 -8.06143 1.22027  0.12
H: -10.05549 -7.25199 -0.02142  0.14
H: -7.91782 -6.01224 1.44587  0.13
H: -8.27599 -5.57044 -0.25637  0.15
C: 4.09242 0.89787 -4.97674  -0.07
C: 3.82835 1.10052 -6.45924  -0.23
C: 3.09579 2.38420 -6.72596  -0.12
N: 2.96991 2.81190 -8.19057  -0.22
C: 2.13810 4.10504 -8.19541  0.03
C: 2.17231 1.74690 -8.97162  -0.09
C: 2.86936 1.58762 -10.32588  -0.13
C: 3.90021 2.71349 -10.37312  -0.15
C: 4.24377 3.00683 -8.93475  -0.11
H: 4.83347 1.65841 -4.74042  0.08
H: 4.51049 -0.09298 -4.89878  0.04
H: 3.26234 0.99353 -4.21775  0.10
H: 3.27703 0.25838 -6.94647  0.12
H: 4.76029 1.11388 -6.98290  0.09
H: 3.67402 3.11197 -6.17614  0.13
H: 2.06126 2.34398 -6.38143  0.12
H: 1.19517 3.90567 -7.68809  0.07
H: 1.91659 4.38440 -9.28494  0.14
H: 2.68043 4.90866 -7.74228  0.09
H: 1.13456 2.09318 -9.07441  0.11
H: 2.21662 0.84701 -8.41520  0.10
H: 2.12429 1.66324 -11.18856  0.14
H: 3.21791 0.55181 -10.44211  0.12
H: 3.57743 3.66522 -10.88118  0.14
H: 4.76967 2.41468 -10.92283  0.11
H: 4.53466 4.04900 -8.84357  0.14
H: 4.97603 2.33246 -8.49947  0.13
C: 8.20441 -3.20348 0.24827  -0.06
C: 7.07152 -3.76528 -0.60971  -0.26
C: 6.58147 -2.92428 -1.71861  -0.14
N: 5.57524 -3.60618 -2.65898  -0.24
C: 6.02376 -4.99029 -3.18520  0.03
C: 4.16781 -3.76881 -2.06002  -0.07
C: 3.20424 -3.67141 -3.29067  -0.12
C: 3.91810 -2.83945 -4.41533  -0.10
C: 5.36246 -2.65861 -3.85475  -0.10
H: 7.88449 -2.24792 0.64872  0.08
H: 9.05984 -2.95056 -0.33353  0.07
H: 8.36412 -3.96165 1.01327  0.08
H: 6.26396 -3.99536 0.08939  0.11
H: 7.33816 -4.68980 -1.12762  0.10
H: 7.50823 -2.69351 -2.35911  0.17
H: 6.12573 -1.98850 -1.37772  0.13
H: 7.09898 -4.98508 -3.47550  0.12
H: 5.34852 -5.27032 -4.04369  0.13
H: 5.98292 -5.71022 -2.36922  0.09
H: 4.15909 -4.80438 -1.59041  0.14
H: 3.99618 -2.93509 -1.36237  0.09
H: 2.93116 -4.64684 -3.69473  0.11
H: 2.27369 -3.26484 -3.09449  0.08
H: 3.97825 -3.41485 -5.33707  0.11
H: 3.51760 -1.83220 -4.65592  0.10
H: 6.22242 -2.88780 -4.44323  0.12
H: 5.50999 -1.64176 -3.42115  0.12
C: -7.47706 2.73362 2.96086  -0.08
C: -6.02476 2.90350 3.34110  -0.23
C: -5.82157 3.84749 4.48217  -0.12
N: -4.43402 4.40803 4.64707  -0.25
C: -3.39289 3.29654 4.69401  0.03
C: -4.34499 5.28992 5.83334  -0.14
C: -3.07312 6.04110 5.70948  -0.15
C: -2.92201 6.19929 4.19810  -0.12
C: -4.02396 5.32001 3.55555  -0.11
H: -7.53534 2.35418 1.95177  0.07
H: -7.96905 3.69101 3.02468  0.07
H: -8.11485 2.07695 3.55985  0.09
H: -5.45888 3.27527 2.45623  0.13
H: -5.53692 1.95647 3.55572  0.11
H: -6.05962 3.40342 5.43106  0.14
H: -6.44153 4.75207 4.31181  0.14
H: -3.51552 2.64156 5.52123  0.09
H: -2.34604 3.57629 4.62334  0.10
H: -3.58886 2.73211 3.79975  0.08
H: -4.36483 4.69550 6.74036  0.14
H: -5.22121 5.92529 5.83587  0.14
H: -2.28624 5.33237 6.09264  0.10
H: -2.94851 6.94497 6.32815  0.14
H: -1.94533 5.96955 3.76660  0.09
H: -3.10808 7.23379 3.91481  0.12
H: -3.60931 4.78577 2.72473  0.07
H: -4.88890 5.88347 3.18019  0.15
C: 3.30707 3.70986 -2.57880  -0.09
C: 2.14498 4.43099 -1.93973  -0.23
C: 2.63073 5.71337 -1.31822  -0.14
N: 1.65419 6.42645 -0.43678  -0.21
C: 0.41083 6.71346 -1.24478  0.02
C: 1.18669 5.66344 0.79341  -0.07
C: 1.64868 6.53260 1.93577  -0.16
C: 1.64005 7.93766 1.43432  -0.14
C: 2.22358 7.69606 0.05027  -0.12
H: 2.99967 2.93580 -3.21959  0.02
H: 4.08486 3.35639 -1.86235  0.10
H: 3.82658 4.40640 -3.32925  0.10
H: 1.61496 3.74931 -1.21921  0.13
H: 1.40634 4.70720 -2.65473  0.10
H: 3.04446 6.31605 -2.11230  0.14
H: 3.53619 5.59293 -0.74795  0.14
H: -0.27209 7.37317 -0.71963  0.12
H: -0.11009 5.83678 -1.42404  0.04
H: 0.61061 7.10649 -2.24748  0.12
H: 0.13390 5.66035 0.80688  0.08
H: 1.51021 4.62858 0.70606  0.14
H: 1.02513 6.45470 2.82717  0.12
H: 2.66587 6.22506 2.25729  0.14
H: 0.67831 8.40993 1.44630  0.12
H: 2.38600 8.51419 1.96860  0.13
H: 2.03744 8.48361 -0.61620  0.12
H: 3.31375 7.70468 0.21887  0.15
C: 2.33468 -4.45204 1.50095  -0.09
C: 2.79089 -4.27661 2.91241  -0.21
C: 4.31282 -4.18794 3.13967  -0.08
N: 4.80790 -3.96103 4.60537  -0.27
C: 6.05715 -3.15505 4.45021  0.02
C: 5.02025 -5.24366 5.26819  -0.12
C: 3.70164 -5.52485 5.99208  -0.13
C: 3.05300 -4.16283 6.26768  -0.13
C: 3.86864 -3.15839 5.45393  -0.10
H: 2.78658 -3.74121 0.80858  0.06
H: 1.26183 -4.45698 1.40358  0.07
H: 2.66925 -5.41610 1.11748  0.08
H: 2.38088 -5.00933 3.58670  0.09
H: 2.40675 -3.25667 3.20172  0.11
H: 4.64174 -3.33985 2.59018  0.08
H: 4.92192 -5.03749 2.79806  0.13
H: 6.71568 -3.68479 3.75912  0.11
H: 6.53164 -3.17193 5.43259  0.11
H: 5.78323 -2.14348 4.05600  0.12
H: 5.79878 -5.14231 5.99531  0.13
H: 5.27100 -6.02220 4.54973  0.14
H: 3.83220 -6.12657 6.88999  0.12
H: 3.09856 -6.10923 5.24982  0.12
H: 3.06189 -3.88959 7.30521  0.10
H: 2.00104 -4.23268 5.93070  0.12
H: 4.56630 -2.59060 6.10877  0.14
H: 3.38807 -2.40643 4.79893  0.09
C: 0.76483 4.38342 5.61175  -0.08
C: 0.18540 3.45804 6.67091  -0.23
C: 1.22884 2.42874 7.08772  -0.10
N: 0.63922 1.24785 7.90404  -0.29
C: 0.27850 1.83192 9.25438  0.06
C: 1.66956 0.20700 7.94017  -0.09
C: 0.84264 -1.02206 8.43377  -0.10
C: -0.57233 -0.81470 7.82364  -0.10
C: -0.54890 0.62708 7.29922  -0.11
H: 1.00317 3.80746 4.67666  0.10
H: 1.64989 4.92590 5.92169  0.08
H: 0.04681 5.13804 5.31360  0.05
H: -0.64726 2.91497 6.18495  0.10
H: -0.14119 3.98877 7.54569  0.10
H: 2.07960 2.85888 7.62172  0.15
H: 1.73020 1.98185 6.25899  0.12
H: 1.15765 2.07618 9.79902  0.11
H: -0.41016 1.12815 9.72717  0.12
H: -0.33520 2.70961 9.02983  0.10
H: 2.49848 0.49295 8.55329  0.14
H: 2.02079 0.07098 6.94408  0.10
H: 0.68763 -1.02439 9.49874  0.10
H: 1.40114 -1.92318 8.15572  0.11
H: -1.29651 -0.91971 8.63375  0.12
H: -0.75762 -1.44178 6.98117  0.11
H: -1.37816 1.31762 7.40088  0.13
H: -0.21025 0.66842 6.22228  0.15
C: 0.02959 -0.31751 -2.91161  -0.08
C: -0.72502 -0.61643 -1.60700  -0.23
C: -0.15589 0.22437 -0.56005  -0.18
N: -0.68075 0.02701 0.77014  -0.24
C: -2.20752 -0.00830 0.78035  0.06
C: -0.13262 -1.17688 1.43578  -0.08
C: -0.18257 -0.93425 2.92469  -0.12
C: -0.34451 0.54456 3.12148  -0.16
C: -0.25722 1.15939 1.74869  -0.04
H: -0.15602 0.66508 -3.34848  0.07
H: -0.13855 -1.08015 -3.68556  0.07
H: 1.09123 -0.36688 -2.70693  0.05
H: -0.67808 -1.66952 -1.38364  0.11
H: -1.76718 -0.35214 -1.73575  0.08
H: -0.39564 1.30933 -0.68317  0.16
H: 0.96490 0.17842 -0.61168  0.14
H: -2.63340 0.85168 0.30596  0.10
H: -2.46648 -0.05923 1.82445  0.07
H: -2.51421 -0.99902 0.37423  0.11
H: -0.61802 -2.10849 1.07105  0.14
H: 0.85895 -1.21317 1.07828  0.11
H: -0.99628 -1.39949 3.42714  0.09
H: 0.78703 -1.20457 3.36012  0.10
H: -1.23074 0.83751 3.65214  0.08
H: 0.52428 0.87425 3.62513  0.08
H: -0.88968 2.03680 1.59494  0.11
H: 0.79111 1.35242 1.52169  0.12
O: 2.71399 0.68087 2.69780  0.01
C: 3.05799 -0.41094 3.54071  -0.73
O: 3.75695 -1.31871 2.96034  -0.08
O: 2.48835 -0.46121 4.60337  0.01
H: 3.13273 0.50514 1.78875  0.05
O: -3.39486 4.67248 0.36143  0.00
C: -2.02956 4.39359 0.62888  -0.75
O: -1.78951 4.23094 1.83292  -0.03
O: -1.23978 4.29766 -0.38020  -0.09
H: -3.61821 4.91010 -0.59162  0.13
O: 3.95167 -1.55201 0.38006  -0.02
C: 3.50391 -0.46860 -0.44049  -0.79
O: 3.40828 -0.74101 -1.63390  -0.01
O: 3.26836 0.58415 0.15176  -0.01
H: 3.91456 -1.27029 1.32947  0.03
O: -0.69666 0.38000 -8.15550  -0.04
C: -0.09140 1.18335 -7.07907  -0.82
O: 0.15308 0.59217 -6.07330  0.03
O: -0.13438 2.41931 -7.30328  -0.07
H: -0.99049 1.09014 -8.80061  0.12
O: -3.49800 -1.52818 5.53951  0.07
C: -3.26141 -0.72426 4.45684  -0.81
O: -2.96560 0.46021 4.72775  -0.07
O: -3.42567 -1.28106 3.34754  -0.04
H: -3.39846 -0.96754 6.28707  0.06